{"formula": "C5H7NO", "method": "ωB97M-V with the def2-TZVPD basis set", "gap_ev": 9.95, "de_lowest_kj_mol": 357.16, "fmax_ev_per_a": 0.97, "energy_ha": -324.58843, "mol_weight_g_mol": 97.12, "homo_ev": -9.12, "spin_multiplicity": 1, "e_lumo_ev": 0.830, "species": ["H", "N", "C", "C", "C", "C", "H", "H", "H", "H", "C", "O", "H", "H"], "positions_angstrom": [[-0.5628, -1.1005, -0.6250], [0.3257, -0.7815, -0.2475], [0.3300, 0.3130, 0.3748], [-0.7831, 1.3071, 0.4566], [-2.0463, 0.7873, -0.0524], [-3.0591, 0.3030, -0.4864], [1.2835, 0.6226, 0.8220], [-0.8785, 1.6934, 1.4763], [-0.4220, 2.1365, -0.1649], [-3.9767, -0.0965, -0.8546], [2.4241, -1.3083, -0.1769], [3.0505, -0.2876, 0.0423], [2.3447, -1.6855, -1.2167], [1.9700, -1.9029, 0.6525]], "mulliken_charge": [0.20, -0.49, -0.08, -0.58, -0.62, 0.28, 0.42, 0.32, 0.26, 0.41, -0.08, -0.52, 0.24, 0.26]}

---

{"formula": "C16H23Br2NO5S", "method": "ωB97M-V with the def2-TZVPD basis set", "gap_ev": 9.77, "fmax_ev_per_a": 0.44, "energy_ha": -6600.63161, "mol_weight_g_mol": 501.24, "homo_ev": -9.76, "spin_multiplicity": 1, "e_lumo_ev": 0.012, "species": ["C", "O", "C", "C", "C", "C", "C", "C", "O", "C", "C", "C", "C", "C", "C", "O", "S", "O", "O", "C", "N", "H", "H", "H", "H", "H", "H", "H", "H", "H", "H", "H", "H", "H", "H", "H", "H", "H", "H", "H", "Br", "C", "C", "Br", "H", "H", "H", "H"], "positions_angstrom": [[5.4331, -2.1049, 1.4511], [4.5047, -1.1454, 0.9827], [3.6293, -1.6303, -0.0086], [2.6520, -0.5385, -0.4302], [1.5413, -1.1755, -1.2998], [0.3034, -1.4852, -0.4768], [-0.7229, -2.3476, -1.1982], [-1.8191, -2.8481, -0.2649], [-1.6841, -3.9436, 0.2487], [-3.0102, -2.0010, 0.0273], [-3.8299, -2.3752, 1.0914], [-4.9462, -1.6275, 1.4099], [-5.2663, -0.5020, 0.6596], [-4.4635, -0.1260, -0.4071], [-3.3393, -0.8691, -0.7178], [-0.3571, -0.2377, -0.1026], [0.5460, 0.9798, 0.3568], [-0.0487, 1.5465, 1.5293], [0.7950, 1.8230, -0.7741], [2.0752, 0.1692, 0.8069], [2.9323, 1.2238, 1.3217], [5.0373, -2.6261, 2.3279], [5.6618, -2.8480, 0.6810], [6.3523, -1.5862, 1.7182], [4.1970, -1.9581, -0.8891], [3.0696, -2.4928, 0.3845], [3.1691, 0.2275, -1.0091], [1.2699, -0.4874, -2.1026], [1.9024, -2.0960, -1.7629], [0.5854, -2.0005, 0.4468], [-0.1927, -3.2407, -1.5309], [-1.1224, -1.8134, -2.0617], [-3.5776, -3.2544, 1.6686], [-5.5691, -1.9210, 2.2439], [-6.1416, 0.0842, 0.9111], [-4.7033, 0.7492, -0.9975], [-2.7160, -0.5511, -1.5426], [1.8018, -0.5806, 1.5604], [3.6546, 0.8020, 1.8905], [2.3993, 1.8510, 1.9160], [-3.0145, 6.7021, -0.6181], [-1.8611, 5.3871, -1.4717], [-0.6583, 5.0471, -0.6357], [0.6603, 6.4792, -0.6504], [-1.5847, 5.8004, -2.4359], [-2.4784, 4.5031, -1.6137], [-0.1527, 4.1709, -1.0356], [-0.9135, 4.8681, 0.4035]], "mulliken_charge": [-0.81, -0.30, -1.13, 0.55, -1.29, 0.24, -1.00, 0.42, -0.63, 0.46, -0.49, -0.53, -0.35, -0.93, 0.04, -0.04, 1.14, -0.69, -0.70, -0.15, -0.74, 0.30, 0.33, 0.25, 0.42, 0.40, 0.45, 0.36, 0.54, 0.35, 0.47, 0.29, 0.44, 0.39, 0.39, 0.41, 0.20, 0.34, 0.28, 0.30, -0.16, -0.55, -0.37, -0.13, 0.39, 0.33, 0.07, 0.42]}

---

{"formula": "C4H5ClF2S", "method": "ωB97M-V with the def2-TZVPD basis set", "gap_ev": 10.32, "de_lowest_kj_mol": 0.00, "fmax_ev_per_a": 2.03, "energy_ha": -1213.50170, "mol_weight_g_mol": 158.60, "homo_ev": -9.60, "spin_multiplicity": 1, "e_lumo_ev": 0.713, "species": ["F", "C", "F", "C", "C", "S", "C", "Cl", "H", "H", "H", "H", "H"], "positions_angstrom": [[0.2953, -1.4009, -1.5371], [-0.5807, -0.6091, -0.8085], [-1.8508, -0.8794, -1.1794], [-0.4393, -0.7184, 0.7434], [0.4193, 0.5897, 0.7439], [2.1961, 0.4610, 0.8371], [-0.1451, 0.8899, -0.6963], [-1.6049, 2.0118, -0.5873], [0.0600, -1.6031, 1.0981], [-1.4084, -0.6534, 1.2522], [0.1254, 1.3149, 1.5684], [2.3830, -0.5998, 0.0303], [0.5502, 1.1968, -1.4648]], "mulliken_charge": [-0.29, 0.86, -0.31, -0.92, -0.16, -0.18, -0.25, -0.20, 0.32, 0.29, 0.30, 0.13, 0.41]}

---

{"formula": "C27H57N2O3S", "method": "ωB97M-V with the def2-TZVPD basis set", "gap_ev": 8.03, "fmax_ev_per_a": 2.22, "energy_ha": -1796.03591, "mol_weight_g_mol": 489.83, "homo_ev": -10.42, "spin_multiplicity": 1, "charge": 1, "e_lumo_ev": -2.389, "species": ["C", "C", "C", "C", "C", "C", "C", "C", "C", "C", "C", "C", "C", "C", "C", "C", "O", "S", "O", "O", "N", "C", "C", "C", "H", "H", "H", "H", "H", "H", "H", "H", "H", "H", "H", "H", "H", "H", "H", "H", "H", "H", "H", "H", "H", "H", "H", "H", "H", "H", "H", "H", "H", "H", "H", "H", "H", "H", "H", "H", "H", "H", "H", "C", "C", "C", "N", "C", "C", "C", "C", "C", "H", "H", "H", "H", "H", "H", "H", "H", "H", "H", "H", "H", "H", "H", "H", "H", "H", "H"], "positions_angstrom": [[-0.7099, 2.4491, 0.3508], [-0.6592, 3.9712, 0.5861], [0.6162, 4.6966, 0.1041], [1.9719, 4.0196, 0.4491], [2.7864, 3.5811, -0.7987], [2.1401, 2.3243, -1.4111], [2.9477, 1.6715, -2.5411], [2.1549, 0.4159, -3.0247], [2.4604, -0.7374, -2.0591], [1.3239, -1.7814, -1.9845], [0.1670, -1.3271, -1.0375], [-1.1312, -1.2596, -1.8727], [-2.4067, -1.0375, -1.0137], [-3.5330, -1.9973, -1.4961], [-4.9069, -1.3147, -1.5494], [-5.2612, -0.6508, -0.1970], [-6.6770, -0.5594, 0.0064], [-7.2562, 0.8870, -0.5191], [-6.8166, 1.8549, 0.4586], [-8.8958, 0.6658, -0.2584], [-9.5332, 1.1584, -1.4243], [-10.6722, 1.6351, -1.1265], [-11.8209, 1.5483, -2.0911], [-10.9639, 2.3292, 0.1910], [-0.7380, 2.2577, -0.7282], [0.1336, 1.9073, 0.7801], [-1.6594, 2.0623, 0.7337], [-1.5029, 4.3880, 0.0255], [-0.8436, 4.1463, 1.6500], [0.6215, 5.6629, 0.6195], [0.6087, 4.9287, -0.9659], [2.5976, 4.7698, 0.9476], [1.8809, 3.1694, 1.1330], [3.8113, 3.3125, -0.5116], [2.8101, 4.3975, -1.5262], [1.1842, 2.6314, -1.8489], [1.9530, 1.6213, -0.5941], [3.9038, 1.2978, -2.1509], [3.1159, 2.3746, -3.3602], [1.0907, 0.6764, -2.9552], [2.3638, 0.1701, -4.0679], [2.6307, -0.3767, -1.0345], [3.4257, -1.1599, -2.3740], [0.9203, -1.9275, -2.9906], [1.7243, -2.7425, -1.6402], [0.0367, -2.0961, -0.2694], [0.4023, -0.3575, -0.5870], [-1.0530, -0.4871, -2.6433], [-1.2082, -2.2411, -2.3495], [-2.1478, -1.2107, 0.0354], [-2.7524, -0.0014, -1.0863], [-3.5445, -2.8407, -0.7955], [-3.3400, -2.3910, -2.4966], [-4.9251, -0.5395, -2.3228], [-5.6852, -2.0547, -1.7592], [-4.8510, -1.2789, 0.5965], [-4.8068, 0.3442, -0.1878], [-11.6302, 0.8141, -2.8706], [-12.7339, 1.3195, -1.5385], [-11.9927, 2.5309, -2.5493], [-11.7647, 1.8371, 0.7483], [-10.0510, 2.4515, 0.7679], [-11.3550, 3.3128, -0.0965], [5.0902, 0.3965, 1.6646], [4.2915, -0.3998, 2.6950], [4.9618, -1.6375, 3.2793], [5.2082, -2.7853, 2.3185], [4.0907, -2.9510, 1.3438], [6.5394, -2.6282, 1.5902], [7.5398, -3.3765, 2.4436], [6.7612, -4.6174, 2.8445], [5.3616, -4.0919, 3.1295], [5.2426, -0.1578, 0.7366], [4.5493, 1.3062, 1.4048], [6.0643, 0.6910, 2.0603], [3.3110, -0.6530, 2.2876], [4.0900, 0.2619, 3.5409], [4.3031, -2.0290, 4.0541], [5.9193, -1.3949, 3.7411], [4.0805, -2.0990, 0.6686], [3.1580, -3.0197, 1.8993], [4.2590, -3.8613, 0.7734], [6.4368, -3.0935, 0.6106], [6.7753, -1.5749, 1.4767], [7.8150, -2.7893, 3.3225], [8.4520, -3.6122, 1.8993], [7.1903, -5.1194, 3.7095], [6.7361, -5.3378, 2.0251], [5.2322, -3.8598, 4.1830], [4.5869, -4.7882, 2.8198]], "mulliken_charge": [-0.69, -0.76, -0.76, -0.56, -1.16, 0.42, -1.04, -0.50, 0.04, -1.25, 0.25, -0.91, -0.28, -0.83, -0.67, -0.66, -0.31, 0.78, -0.55, -0.13, -0.59, 0.87, -1.16, -1.06, 0.13, 0.08, 0.49, 0.33, 0.35, 0.33, 0.41, 0.37, 0.33, 0.41, 0.36, 0.20, -0.12, 0.30, 0.44, 0.10, 0.45, -0.26, 0.48, 0.50, 0.32, 0.54, -0.33, 0.19, 0.42, 0.41, 0.22, 0.24, 0.46, 0.28, 0.40, 0.32, 0.45, 0.32, 0.33, 0.30, 0.32, 0.30, 0.35, -1.18, -0.47, -0.70, 0.60, -1.67, -0.48, -0.67, -0.61, -0.54, 0.32, 0.25, 0.39, 0.29, 0.44, 0.46, 0.30, 0.58, 0.44, 0.53, 0.40, 0.22, 0.27, 0.42, 0.36, 0.32, 0.36, 0.34]}